#a
The following is a DFT calculation (ωB97M-V/def2-TZVPD) of a 10-piece molecular cluster, C20H60O10 overall.

Geometry as ORCA input:
```
! RIJCOSX wB97M-V def2-TZVPD def2/J DEFGRID3
* xyz 0 1
C -1.667 2.800 4.485
C -1.965 3.173 3.070
O -0.812 3.643 2.317
H -2.535 2.186 4.692
H -1.527 3.726 5.073
H -0.789 2.196 4.563
H -2.718 3.940 3.072
H -2.299 2.300 2.536
H -0.286 4.200 2.901
C 3.435 -4.365 -0.698
C 2.212 -5.107 -1.281
O 1.352 -4.167 -1.906
H 4.156 -5.170 -0.490
H 3.196 -3.824 0.217
H 3.983 -3.641 -1.348
H 1.674 -5.518 -0.424
H 2.535 -5.851 -1.971
H 1.643 -3.917 -2.801
C -3.113 -3.752 -0.625
C -1.747 -4.198 -0.125
O -0.799 -3.278 -0.520
H -3.267 -2.693 -0.479
H -3.800 -4.270 -0.032
H -3.335 -3.998 -1.692
H -1.454 -5.199 -0.533
H -1.806 -4.218 0.966
H -0.091 -3.632 -1.082
C 3.177 2.182 4.381
C 3.817 3.354 3.605
O 3.011 4.564 3.517
H 3.058 2.441 5.416
H 3.886 1.358 4.406
H 2.211 1.924 3.963
H 4.014 3.028 2.557
H 4.781 3.694 3.924
H 3.125 5.005 4.376
C 1.696 5.111 0.546
C 0.625 4.660 -0.554
O -0.056 3.415 -0.328
H 2.651 4.655 0.455
H 1.374 4.836 1.539
H 1.835 6.216 0.557
H 1.241 4.486 -1.455
H -0.049 5.457 -0.777
H -0.235 3.333 0.631
C -2.173 0.463 -3.044
C -3.587 -0.086 -2.694
O -3.957 -1.221 -3.467
H -2.191 0.853 -4.086
H -1.396 -0.312 -2.887
H -1.884 1.318 -2.425
H -4.339 0.721 -2.853
H -3.626 -0.378 -1.658
H -3.379 -1.915 -3.133
C 0.544 0.635 1.831
C 0.308 -0.286 0.659
O -0.804 -1.054 0.989
H -0.372 1.205 1.913
H 1.417 1.283 1.607
H 0.779 0.173 2.791
H 1.160 -0.927 0.436
H 0.118 0.290 -0.242
H -0.939 -1.738 0.316
C -4.332 -0.421 2.661
C -3.143 -1.077 3.398
O -1.940 -0.472 3.284
H -4.397 0.622 2.909
H -5.217 -0.948 3.011
H -4.126 -0.576 1.567
H -3.199 -2.098 2.970
H -3.353 -1.194 4.488
H -1.523 -0.708 2.416
C 3.861 0.774 -3.029
C 3.023 1.646 -2.093
O 1.644 1.277 -2.122
H 3.538 0.788 -4.070
H 3.849 -0.307 -2.716
H 4.937 1.014 -2.900
H 3.214 2.716 -2.323
H 3.420 1.519 -1.080
H 1.244 1.715 -1.373
C -0.979 -2.461 -5.579
C -0.290 -3.178 -4.432
O 1.108 -2.778 -4.376
H -0.350 -2.546 -6.460
H -1.018 -1.420 -5.232
H -1.977 -2.954 -5.743
H -0.380 -4.225 -4.564
H -0.742 -2.880 -3.464
H 1.108 -1.936 -3.848
*
```

Computed properties:
SMILES ... CCO.CCO.CCO.CCO.CCO.CCO.CCO.CCO.CCO.CCO
Molar mass ... 460.690 g/mol



#b
The following is a DFT calculation (ωB97M-V/def2-TZVPD) of a 10-piece molecular cluster, C20H60O10 overall.

Geometry as ORCA input:
```
! RIJCOSX wB97M-V def2-TZVPD def2/J DEFGRID3
* xyz 0 1
C 4.791 4.043 -3.983
C 5.101 3.192 -5.226
O 4.806 3.997 -6.321
H 5.475 4.886 -3.887
H 4.889 3.435 -3.084
H 3.781 4.448 -3.919
H 4.493 2.296 -5.347
H 6.125 2.836 -5.113
H 4.682 3.432 -7.087
C 0.853 7.094 4.647
C 1.986 6.014 4.627
O 2.841 6.242 5.762
H 0.106 6.877 3.885
H 1.255 8.081 4.417
H 0.303 7.129 5.587
H 2.577 6.075 3.712
H 1.616 4.989 4.643
H 3.659 5.783 5.558
C 0.207 -0.688 1.074
C -0.283 0.393 0.159
O -1.422 1.023 0.729
H 1.021 -1.256 0.624
H -0.549 -1.468 1.164
H 0.467 -0.232 2.030
H -0.630 -0.087 -0.756
H 0.474 1.116 -0.147
H -2.029 0.320 0.972
C -5.451 -2.955 -0.844
C -6.405 -2.747 0.349
O -5.876 -1.697 1.185
H -5.866 -3.586 -1.629
H -4.427 -3.262 -0.631
H -5.302 -2.024 -1.392
H -6.379 -3.717 0.846
H -7.415 -2.497 0.025
H -6.541 -1.277 1.735
C -2.666 -7.706 5.225
C -2.688 -9.205 5.616
O -1.439 -9.755 5.274
H -2.586 -7.567 4.146
H -1.836 -7.176 5.691
H -3.549 -7.244 5.666
H -3.485 -9.613 4.994
H -2.808 -9.394 6.683
H -1.408 -10.691 5.488
C 6.585 1.120 3.404
C 7.212 1.599 4.700
O 7.521 2.954 4.695
H 6.258 0.081 3.376
H 7.344 1.347 2.655
H 5.737 1.779 3.213
H 8.065 0.950 4.903
H 6.502 1.423 5.508
H 8.265 3.040 4.095
C 5.331 -4.050 -3.648
C 5.704 -3.087 -2.479
O 7.027 -2.647 -2.759
H 5.422 -3.578 -4.627
H 4.333 -4.473 -3.541
H 5.899 -4.980 -3.637
H 5.652 -3.586 -1.512
H 4.927 -2.324 -2.513
H 7.638 -3.254 -2.335
C -1.161 4.606 -5.908
C -1.152 5.972 -6.585
O -2.472 6.379 -6.760
H -0.181 4.157 -5.747
H -1.833 3.980 -6.495
H -1.549 4.752 -4.900
H -0.605 5.973 -7.528
H -0.542 6.603 -5.939
H -2.394 7.319 -6.936
C -8.297 5.455 1.628
C -9.738 5.579 2.079
O -9.758 5.359 3.462
H -7.609 6.156 2.100
H -8.237 5.663 0.560
H -7.987 4.439 1.875
H -10.409 4.848 1.629
H -10.166 6.553 1.846
H -9.510 6.202 3.848
C -0.642 -7.579 -3.664
C -0.319 -7.933 -2.187
O 1.068 -8.220 -2.162
H -1.711 -7.421 -3.802
H -0.350 -8.381 -4.342
H -0.247 -6.641 -4.055
H -0.902 -8.774 -1.812
H -0.530 -7.033 -1.609
H 1.344 -8.183 -1.243
*
```

Computed properties:
SMILES ... CCO.CCO.CCO.CCO.CCO.CCO.CCO.CCO.CCO.CCO
Molar mass ... 460.690 g/mol



#c
The following is a DFT calculation (ωB97M-V/def2-TZVPD) of a 10-piece molecular cluster, C20H60O10 overall.

Geometry as ORCA input:
```
! RIJCOSX wB97M-V def2-TZVPD def2/J DEFGRID3
* xyz 0 1
C 32.542 19.853 -0.548
C 32.247 20.650 -1.762
O 33.113 20.337 -2.818
H 33.569 19.866 -0.182
H 32.210 18.831 -0.732
H 31.995 20.059 0.372
H 32.403 21.725 -1.670
H 31.217 20.401 -2.016
H 33.839 20.964 -2.843
C 29.297 12.417 -1.095
C 30.798 12.778 -1.057
O 30.897 14.148 -1.212
H 28.818 13.219 -0.534
H 29.009 11.546 -0.506
H 28.842 12.325 -2.081
H 31.258 12.465 -1.994
H 31.360 12.346 -0.229
H 31.824 14.222 -1.447
C 36.520 23.835 -6.815
C 37.133 25.121 -7.313
O 38.172 25.520 -6.541
H 36.093 23.884 -5.813
H 37.149 22.972 -7.034
H 35.649 23.491 -7.374
H 36.332 25.853 -7.412
H 37.552 24.969 -8.308
H 38.618 26.259 -6.961
C 26.878 17.708 -4.927
C 27.530 17.196 -3.677
O 28.529 16.213 -3.855
H 27.507 17.780 -5.814
H 26.492 18.671 -4.595
H 25.994 17.095 -5.105
H 26.762 17.068 -2.914
H 28.096 18.026 -3.256
H 29.006 16.020 -3.045
C 38.216 20.516 -2.013
C 38.128 21.227 -0.673
O 37.226 22.260 -0.770
H 38.947 19.716 -2.134
H 38.493 21.226 -2.792
H 37.307 19.943 -2.195
H 39.111 21.603 -0.388
H 37.731 20.457 -0.011
H 37.588 23.060 -1.159
C 27.282 15.924 2.069
C 28.448 16.897 1.819
O 29.650 16.212 1.753
H 26.430 16.393 2.559
H 27.654 15.159 2.751
H 27.063 15.327 1.183
H 28.439 17.524 2.711
H 28.248 17.421 0.885
H 29.839 15.868 0.877
C 34.631 15.214 1.960
C 34.378 16.239 3.062
O 33.248 15.940 3.856
H 33.895 15.399 1.177
H 34.560 14.168 2.259
H 35.544 15.318 1.373
H 34.359 17.261 2.683
H 35.141 16.300 3.838
H 32.510 15.954 3.243
C 30.729 22.432 -6.155
C 29.825 23.536 -5.980
O 30.049 24.522 -6.903
H 30.398 21.600 -5.535
H 31.787 22.633 -5.987
H 30.633 22.072 -7.180
H 29.847 23.913 -4.958
H 28.815 23.138 -6.075
H 29.200 24.900 -7.144
C 32.859 27.466 0.485
C 33.634 26.322 -0.172
O 33.410 25.153 0.604
H 33.041 28.437 0.024
H 33.028 27.632 1.549
H 31.809 27.176 0.499
H 34.695 26.554 -0.270
H 33.249 26.064 -1.158
H 33.908 24.432 0.213
C 35.643 16.431 -5.126
C 35.732 15.883 -3.712
O 34.531 16.186 -3.022
H 36.653 16.615 -5.492
H 35.123 17.389 -5.121
H 35.147 15.657 -5.712
H 36.539 16.274 -3.092
H 35.818 14.796 -3.705
H 34.375 17.129 -3.108
*
```

Computed properties:
SMILES ... CCO.CCO.CCO.CCO.CCO.CCO.CCO.CCO.CCO.CCO
Molar mass ... 460.690 g/mol



Ordering by calculated energy gives the sequence #a, #b, #c, with the first entry being the most stable.